No. 1
C30H51NOP3W as an isolated structure, computed with ωB97M-V/def2-TZVPD.

Geometry as XYZ:
```
87
Properties=species:S:1:pos:R:3
H -1.2641 5.1733 -2.1546
C -3.1694 3.1732 -1.5724
C 3.2636 -3.7036 2.5382
H -2.1089 -4.1965 -4.1675
H -0.5016 -0.4243 3.8541
C 1.9326 -1.0985 -2.0607
H 3.2284 4.4246 3.8357
P -0.5197 2.3770 -1.0130
C 1.2094 -2.5242 3.0544
H 2.5929 1.3000 -2.7816
H -1.0795 5.4932 -0.1368
H -3.8921 3.4189 -2.3880
C -0.1624 4.9582 0.1795
C -1.7108 -3.5101 0.9358
H -1.0091 -5.4777 -0.8382
H 2.6002 -0.9744 -2.9372
H 4.1332 3.1560 1.8933
P 0.4291 -0.1174 1.7060
H 1.7917 -4.3983 3.9595
C -0.4608 -3.5140 0.0238
H -3.5212 2.2394 -1.1024
H 0.4072 3.0609 1.0359
H 2.6288 -1.1825 -1.1821
H 0.2976 -2.4594 3.6531
H -3.5384 -2.1197 -1.3860
H -1.1959 0.1181 -2.0465
H 0.2703 -5.5479 0.4187
C -0.4612 3.4495 0.4550
P -0.5176 -2.2644 -1.3330
H -3.2125 3.9888 -0.8432
C 2.5240 1.7367 1.8675
H -2.4641 4.0869 1.1949
H 1.6254 -3.2817 -1.8665
H 0.4048 -3.1727 0.6364
C 2.7721 -1.5934 1.4549
H -3.2161 -3.8876 -1.3201
C -1.7646 3.0418 -2.1968
H 3.9434 -4.5330 2.7070
C 2.6933 3.5621 3.4242
H 1.6502 3.4293 -1.3565
H 0.2038 5.4465 1.1123
O -3.7464 -0.0475 0.2959
C 0.8196 2.0229 3.5700
C -1.7115 3.3042 1.3825
H 0.2653 0.1593 -2.6808
C 2.0606 -3.6014 3.2267
H -0.0938 1.7054 4.1030
C 1.9473 1.2977 -1.9001
H 0.6212 5.0892 -0.5812
H -1.2780 -4.9102 -2.7629
H 1.1037 3.6929 4.9091
H -1.8315 -1.9052 -3.2285
N 1.0730 0.1216 -2.0140
H -1.4811 -1.2831 2.6061
H 3.1167 -0.7810 0.8055
H 0.8759 2.8593 -2.8904
C 1.0496 -2.3852 -2.1802
C -1.3495 -4.0080 -3.3925
H -2.4151 -4.3152 0.6869
C -1.3333 4.3484 -2.8790
C -2.5063 -0.0173 0.0515
C -0.1060 -4.9605 -0.4483
H -1.8150 2.2454 -2.9600
C 3.1932 2.8552 2.3451
H -1.3995 3.3740 2.4486
H -2.0915 4.6205 -3.6255
H 0.8334 -2.4551 -3.2725
H 2.6448 1.2493 -1.0376
H 2.9613 1.1736 1.0543
C -0.9428 -0.3579 2.8574
W -0.5189 0.0072 -0.4076
H -0.3771 4.2482 -3.3922
H -2.2091 2.3162 1.2629
C 1.1024 2.5950 -1.8293
H -2.2667 -2.5531 0.8908
H -1.3980 -3.6473 1.9856
H 4.5740 -2.7268 1.1120
C 1.5564 -1.5065 2.1238
H -0.3894 -3.8509 -3.8925
C 1.3299 1.3161 2.4646
H -3.9086 -3.1551 -2.7927
C 1.5021 3.1544 4.0399
C 3.6261 -2.6748 1.6292
H -1.6463 0.4867 2.7968
C -3.1844 -2.9952 -1.9605
H 0.6867 -4.9759 -1.2190
C -1.7754 -2.7826 -2.5575
```

Values from the calculation:
- charge = +3
- HOMO energy (spin up / spin down) (hartree) = -0.6356 / -0.6356
- multiplicity = 3
- gap between HOMO and LUMO (spin up / spin down) (Ha) = 0.19016 / 0.19893


No. 2
An isolated ion of composition C2H8N3O and charge +1, computed with ωB97M-V/def2-TZVPD.

Geometry as XYZ:
```
14
Properties=species:S:1:pos:R:3
H 0.0928 -0.9037 1.9474
H -2.4047 -0.6526 0.7596
H 2.0773 1.4801 -0.4998
N 1.6905 0.4698 -0.4840
C -1.9179 0.1148 0.1134
H 2.2297 0.0374 -1.2530
C -0.4402 -0.0133 0.1458
H 0.0821 0.5273 -1.8673
O -1.0892 1.0348 0.8917
N 0.1798 -1.0542 0.9035
H -0.1792 -1.9057 0.6366
H -2.4242 0.4643 -0.7676
H 1.7525 0.0677 0.4343
N 0.3504 0.3332 -0.9605
```

Values from the calculation:
- charge = +1
- HOMO energy (hartree) = -0.5266
- structure (SMILES) = N[C@@]1(N[NH3+])CO1
- gap between HOMO and LUMO (Ha) = 0.38991


No. 3
A 2-piece molecular cluster, C2H8NO2 overall, computed with ωB97M-V/def2-TZVPD.

Geometry as XYZ:
```
13
Properties=species:S:1:pos:R:3
H 0.9038 1.3400 -2.6595
H -1.2990 0.7164 2.5374
C 1.3990 0.2067 -1.0579
N 1.1875 0.3289 -2.5554
H 0.4344 -0.3125 -2.8624
C -1.7014 -0.2187 2.0627
H -2.2449 -0.8747 2.8025
H 2.1758 -0.6427 -0.8757
H -0.0865 -0.5533 0.8298
H 1.9704 1.1588 -0.6207
O 0.2584 0.0478 -0.4120
H -2.4224 -0.1477 1.2274
O -0.5749 -1.0491 1.5839
```

Values from the calculation:
- charge = -1
- HOMO energy (hartree) = -0.1179
- gap between HOMO and LUMO (Ha) = 0.28119


No. 4
A 3-piece molecular cluster, C18H51BrFN9O8P5 overall, computed with ωB97M-V/def2-TZVPD.

Geometry as XYZ:
```
93
Properties=species:S:1:pos:R:3
H 0.0924 -0.5838 4.3119
H 3.1810 3.0512 -2.6773
H 7.2131 3.6736 0.8401
P 5.5025 1.8728 -0.9990
H -4.7614 -4.3030 4.9744
H 3.2643 -0.3015 -2.8435
H 4.3378 -0.9554 -1.5928
C 0.7545 -0.8094 3.4718
H -6.1995 -1.0594 4.8320
H 5.9735 5.0261 -2.6133
H -5.3067 0.3514 -2.8244
H 0.4279 2.2805 -4.0488
H 2.4420 1.9273 -0.3023
C -0.7387 -1.9210 -3.5939
C 0.0830 -1.7139 -1.3860
H -2.6502 -0.7319 -4.8665
H -0.5207 -2.5738 -1.0673
N -0.5385 -0.9909 -2.4948
C -2.2228 -0.8184 2.3056
N 5.0291 3.3612 -1.7003
C 1.0849 -2.3199 3.4253
C -4.3715 0.6748 -2.3614
N -5.2752 -1.4763 4.7587
H 2.0508 -2.5209 3.8754
P -6.1171 -0.3546 1.8085
C 4.1629 -0.0978 -2.2536
H -3.1588 -4.2800 1.4854
H -3.0205 -0.8804 1.5701
H 4.5929 3.1412 2.3793
H 1.0666 -2.0832 -1.6855
O 0.4292 0.6743 1.6456
N -5.7978 -1.9674 2.5951
C 6.0330 4.4240 -1.7053
H -2.4940 -1.0413 4.4575
P -3.4632 -4.0377 4.4801
H 1.6596 -0.2255 3.5831
C -1.6217 2.7078 -2.6917
C 4.4436 3.1867 1.2986
H 3.1025 4.0888 -1.2326
O -1.3295 -5.6567 3.0397
C 0.0578 -0.3271 2.2067
H -2.3325 2.9393 -3.4940
F -4.4809 -1.4469 5.8208
H 5.0004 -0.0302 -2.9456
H -2.1510 2.7853 -1.7404
P -2.9239 -5.6542 3.0964
O -0.9772 -1.0858 1.6928
H 6.7494 2.7759 2.2963
H -4.9431 -1.4385 0.3713
C 6.7970 2.7257 1.2070
H -0.8528 3.4815 -2.6847
H 7.5047 1.9303 0.9701
H 2.0821 0.4167 -1.0465
H 7.0402 4.0056 -1.6738
O 6.2440 0.5785 -0.7643
P -1.7944 0.1084 -1.9975
Br -5.0307 1.2839 2.9080
C 3.7102 3.8025 -2.0972
C -4.9014 -1.9854 3.6227
H -4.3375 1.7725 -2.4012
C -0.0357 1.3025 -3.8980
H -1.6382 -2.5389 -3.4671
N 3.9951 1.1460 -1.5030
N -3.2133 0.0471 -2.9790
H 1.0368 -2.7096 2.4123
H 4.4190 4.2536 1.0232
H 0.3602 -2.8749 4.0252
H 3.7823 4.6786 -2.7474
H 3.1941 0.4383 0.3390
N -3.6560 -2.5914 3.4453
H -1.0488 -4.9894 2.3974
H 0.1226 -2.5842 -3.6868
C -3.3153 0.0015 -4.4199
O -5.3065 -0.5427 0.4164
N -1.0401 1.3761 -2.8558
H 3.4535 2.7689 1.1367
C -2.4845 -1.6716 3.5675
O -2.3214 -0.7397 -0.8455
H -0.7872 -1.4053 -4.5541
H 0.2257 -1.0630 -0.5240
H -3.1387 0.9726 -4.9073
H 5.9186 5.0928 -0.8436
H -5.4836 -2.6550 1.9139
C 2.8958 0.9731 -0.5748
O -3.5194 -6.8940 3.5416
H -2.2122 0.2264 2.6270
H -4.4221 0.3706 -1.3215
H -1.6137 -2.3165 3.6715
H 0.7785 0.6310 -3.6412
H -0.4713 0.9976 -4.8539
H -4.3184 -0.3200 -4.7053
N 5.4844 2.4385 0.6346
O -3.4401 -5.1948 1.6317
```

Values from the calculation:
- charge = +1
- HOMO energy (hartree) = -0.3487
- gap between HOMO and LUMO (Ha) = 0.18140


No. 5
A 3-piece molecular cluster, C5H8Cl4NO3S2 overall, computed with ωB97M-V/def2-TZVPD.

Geometry as XYZ:
```
23
Properties=species:S:1:pos:R:3
C -1.3639 2.4547 -4.3789
H 4.5389 -0.5619 3.1786
C 2.6998 -1.4886 2.5898
O -1.8495 -1.6547 2.7904
H 3.0222 -1.8573 1.6170
O -3.1298 -3.3778 1.7052
C -0.9828 -0.9400 0.1120
H -3.2282 3.0643 -3.5333
C -2.2346 2.7758 -3.1902
O -0.7441 -3.4933 1.7124
H -1.3706 3.2914 -5.0769
Cl 0.3353 2.1822 -3.9155
C 3.4989 -0.2802 3.0119
S 0.1477 0.0255 -0.4220
N -1.8796 -1.7536 0.1776
Cl 0.9609 -1.1589 2.5051
Cl -2.4402 1.3782 -2.1122
H 3.1078 0.1517 3.9298
H -1.7159 1.5679 -4.9004
S -1.8936 -2.6320 1.7201
H -1.8224 3.5955 -2.6056
Cl 3.5084 0.9981 1.7649
H 2.8351 -2.2867 3.3202
```

Values from the calculation:
- charge = -1
- HOMO energy (hartree) = -0.1978
- gap between HOMO and LUMO (Ha) = 0.28988


No. 6
A 2-piece molecular cluster, ClH2O overall, computed with ωB97M-V/def2-TZVPD.

Geometry as XYZ:
```
4
Properties=species:S:1:pos:R:3
H 0.3851 1.3250 -0.9008
Cl -0.6464 -2.6929 0.7238
H -0.0553 0.2291 0.1140
O 0.3166 1.1387 0.0630
```

Values from the calculation:
- charge = -1
- HOMO energy (hartree) = -0.1359
- gap between HOMO and LUMO (Ha) = 0.29180


No. 7
A 2-piece molecular cluster, C5H10N2 overall, computed with ωB97M-V/def2-TZVPD.

Geometry as XYZ:
```
17
Properties=species:S:1:pos:R:3
H -2.8762 -0.6527 1.2155
H -0.0307 -1.8210 2.2756
H 3.2960 0.8958 -1.3137
C -0.1330 -0.7799 1.9031
N -1.0353 -0.5150 0.7387
C 0.4616 1.3850 -1.5019
H -2.5744 -0.5030 -0.4932
H -2.2712 -2.0313 0.3557
C 0.1830 -0.3643 0.5517
N 1.3184 0.6158 -0.8236
H 0.2360 1.0673 -2.5900
H -0.4459 1.6062 -0.9789
H 1.0462 2.2686 -1.8403
H 2.6765 -0.4158 0.0383
C 2.5326 0.3788 -0.6914
H -0.0889 -0.1370 2.7448
C -2.2947 -0.9976 0.4097
```

Values from the calculation:
- charge = +2
- HOMO energy (hartree) = -0.7623
- gap between HOMO and LUMO (Ha) = 0.33730


No. 8
An isolated ion of composition C28H52N3OSi and charge +1, computed with ωB97M-V/def2-TZVPD.

Geometry as XYZ:
```
85
Properties=species:S:1:pos:R:3
C 0.2425 -3.0588 0.1390
C 4.0292 2.3278 -0.7251
H 1.3292 -3.4827 -0.1166
H 0.7387 -2.3320 3.4829
C -0.2559 -0.3022 -1.3042
H -0.9128 -4.6833 3.2470
H 4.8153 4.8915 2.3945
H 0.4424 -2.0869 0.7843
H -4.0327 0.2021 -2.3055
H -2.4094 1.3728 -3.1630
H -6.2206 -3.1094 1.1015
H 2.6180 3.1897 -2.5301
H 5.7148 1.1930 0.7083
H 0.7171 2.7126 -0.4317
C 1.2322 -4.1766 4.2699
C 0.7242 3.8988 -0.5472
H 3.3705 2.8994 3.3335
H -1.4988 -4.6245 0.5798
C -0.6128 -3.7439 2.6052
C -5.1786 -2.8837 0.5642
H -5.6034 -4.4642 -0.7776
H 0.7049 1.4209 -2.4945
C -1.5444 1.8418 -2.5066
C -2.1298 -1.5551 -0.1460
H -1.3468 2.0756 -0.1383
C -2.2622 -1.4810 -2.5283
H -1.1787 2.7970 -3.1232
N 0.7703 -3.3124 3.1168
C 5.4004 0.4191 -3.0952
H 6.8588 -0.4199 -1.3014
C 3.4734 2.4322 -2.2663
H -4.7396 -0.9713 1.7709
H -5.9626 -2.9379 -1.4364
H -2.5015 -2.6886 -0.1932
H -3.1602 2.1143 -0.9214
C -4.8557 -1.2787 0.6264
H -0.6870 5.7067 0.0892
C -0.4838 -2.7815 -1.3036
H 1.6988 -4.6138 6.5307
C -2.0132 2.3962 -1.0431
C 3.0594 2.2876 2.3693
C 5.9673 0.3059 -1.5583
H -0.3013 0.2642 -3.5902
C -0.3040 0.7859 -2.5167
H -1.7108 -1.1602 0.8718
H 3.7910 1.5369 -4.5337
H -2.6079 -2.6102 -2.7074
H 2.3557 5.5137 -0.2222
H 5.8773 -0.2375 -3.9425
H 0.8352 -0.7868 -1.3474
H 0.8735 4.1900 -1.6724
H -1.1397 -3.7197 -1.5454
C 5.2740 1.2612 -0.3982
C 4.1497 1.4747 -3.4189
H -5.8146 -0.6938 0.2479
C -3.6033 -0.7789 -0.3039
H -1.3928 -2.8601 2.6720
H -2.0109 4.5346 -2.1038
C 4.8864 4.5402 1.2715
H -0.9508 4.0771 0.9988
C 1.1526 -3.7845 5.8682
N -1.2292 -1.4521 -1.3962
H 4.8258 5.5000 0.6028
C -3.6964 -0.8554 -1.9384
C -0.7373 4.5267 -0.0851
H -0.3477 0.1437 -0.2178
H 1.8996 2.0548 2.4102
H -3.3300 0.2617 0.2134
N -5.2948 -3.4638 -0.8283
H -1.9319 -1.1825 -3.6096
H 5.8753 3.9485 1.0436
H 1.6611 -2.7686 6.1483
C -0.4738 -4.2777 1.0261
C 1.9268 4.5634 0.3466
H 0.3804 -2.7720 -2.1271
H -2.9923 4.4041 -0.4869
H 1.4999 4.9568 1.3892
H 0.2569 -5.1971 1.0770
O 1.7486 -5.4031 3.9818
C -1.9955 4.0689 -1.0306
H -4.3744 -3.5099 1.1415
H -4.4692 -1.5615 -2.4605
H 3.7093 1.3055 2.3856
H 0.0284 -3.7121 6.2599
Si 3.3844 3.3784 0.7704
```

Values from the calculation:
- charge = +1
- HOMO energy (hartree) = -0.3822
- structure (SMILES) = CC(=O)NCCCC[N@@+]1(CCCCCCCC[Si](C)(C)c2ccccc2)CC[C@@H](CCN)C1
- gap between HOMO and LUMO (Ha) = 0.29857


No. 9
A 2-piece molecular cluster, C5H6Br2N4S overall, computed with ωB97M-V/def2-TZVPD.

Geometry as XYZ:
```
18
Properties=species:S:1:pos:R:3
N -2.9449 1.9112 -0.3287
C 1.5595 -0.9485 -1.1479
C 2.4573 -1.3125 -0.1295
H 0.7222 -1.6527 -1.4267
H -3.1629 1.6124 -1.2929
C 3.2307 0.7330 -0.4349
Br 4.2160 2.2159 -0.2456
S 1.8712 0.6234 -1.6416
H -2.9434 2.8798 -0.1350
Br 2.3818 -2.9528 0.7082
H -2.2657 1.5269 1.6647
N -0.4070 -1.4691 1.4627
H 0.3921 -2.0497 1.5075
H -2.8433 -0.8035 -0.2827
N 3.3848 -0.3273 0.2613
C -2.3406 1.1181 0.5009
N -2.1140 -0.2603 0.1376
C -1.1938 -0.8443 0.8229
```

Values from the calculation:
- charge = +2
- HOMO energy (hartree) = -0.5389
- gap between HOMO and LUMO (Ha) = 0.14948


No. 10
C9H23AlN2O6P as an isolated structure, computed with ωB97M-V/def2-TZVPD.

Geometry as XYZ:
```
42
Properties=species:S:1:pos:R:3
C -10.0495 7.0398 -3.0944
C -11.0337 13.1046 -6.8507
N -2.7789 9.5142 -2.0695
H -9.1504 14.6725 -2.2186
H -11.3905 12.1856 -6.3857
H -1.6285 9.3264 -0.2208
H -11.9375 13.7088 -6.7720
H -8.1333 13.2764 -2.5276
H -10.9567 9.4277 -5.2048
H -2.3385 11.3784 -1.4313
C -10.7358 12.2414 -2.8493
H -0.9820 10.6530 -2.3210
O -8.6331 12.0196 -5.0472
O -8.7544 14.4389 -4.1591
O -10.0656 13.9108 -6.2557
H -8.9958 7.3106 -3.0282
H -4.0604 8.0496 -2.4177
C -12.2114 8.1605 -3.5924
C -3.9152 9.1085 -2.6816
C -10.1762 8.7976 -4.7510
N -10.8179 8.0010 -3.8666
H -10.3705 7.1490 -2.0585
H -7.3801 14.7907 -2.6777
P -9.4873 13.2523 -4.9056
H -1.8538 7.8373 -1.1429
H -9.9101 11.5457 -2.6998
C -2.0655 10.7678 -2.2920
H -12.4182 8.6927 -2.6640
H -10.7540 12.9422 -2.0146
H -12.7459 8.8144 -4.2814
H -3.2134 8.5810 -0.2220
O -8.9620 8.8490 -4.9781
Al -6.4610 10.1864 -5.7335
C -2.3328 8.7673 -0.8368
O -10.8252 12.9474 -4.0681
H -10.7550 12.7985 -7.8590
H -12.8319 7.2726 -3.7139
H -11.6254 11.6523 -2.6266
C -8.3388 14.2992 -2.8432
H -10.1109 5.9712 -3.3002
O -4.5708 9.7973 -3.4394
H -2.3127 11.1693 -3.2748
```

Values from the calculation:
- charge = +3
- HOMO energy (hartree) = -0.6715
- gap between HOMO and LUMO (Ha) = 0.07542


No. 11
A 2-piece molecular cluster, C2H11N2O overall, computed with ωB97M-V/def2-TZVPD.

Geometry as XYZ:
```
16
Properties=species:S:1:pos:R:3
H 2.2409 1.4707 -1.7486
H -1.3179 0.0583 -1.3571
H 2.1096 2.0072 -0.3307
H 1.3186 -1.6635 1.0087
H -1.8986 1.5355 0.7979
H -0.4485 1.6414 0.0535
C -1.4057 -0.1417 -0.2882
H 1.3810 -0.3752 -0.0198
N 0.7910 -0.8584 0.6733
H -2.4364 -0.4449 -0.1144
N -1.0804 1.0044 0.5492
C -0.5251 -1.3343 0.0976
O 1.8386 1.2698 -0.8943
H 0.6490 -0.2156 1.4498
H -0.2547 -1.9784 -0.7365
H -0.9614 -1.9753 0.8597
```

Values from the calculation:
- charge = +1
- HOMO energy (hartree) = -0.5145
- gap between HOMO and LUMO (Ha) = 0.39611


No. 12
An isolated molecule of C4H8O2, computed with ωB97M-V/def2-TZVPD.

Geometry as XYZ:
```
14
Properties=species:S:1:pos:R:3
H -1.2396 0.7958 1.2908
H 1.0490 -0.6125 0.4315
H -1.6244 -0.8756 0.8476
H -0.7059 -1.9468 -0.9904
H 1.5259 1.1217 -1.2573
H 0.4336 -0.0614 2.5743
O -0.1656 -0.7301 2.2168
O 0.4548 -0.9855 -2.3276
H -0.0965 1.7977 -1.1356
C -0.8000 -0.1861 1.0652
C 0.2164 -0.1219 -0.0902
C -0.0522 -1.0800 -1.2356
H 0.9986 1.8778 0.2586
C 0.6769 1.2522 -0.5812
```

Values from the calculation:
- charge = 0
- HOMO energy (hartree) = -0.3617
- structure (SMILES) = C[C@H](C=O)CO
- gap between HOMO and LUMO (Ha) = 0.38800